Computed, not measured: 14 unconnected molecules or ions with the total composition C44H124N8O14 in a non-equilibrium geometry, with wB97M-V/def2-TZVPD.

Structure (ORCA input):
```
! wB97M-V def2-TZVPD RIJCOSX def2/J DEFGRID3
* xyz 0 1
C -4.0743 -1.6788 5.4903
C -4.0524 -0.6533 6.6124
O -5.0055 -1.0308 7.5769
H -3.7563 -2.6959 5.7196
H -3.4723 -1.2657 4.6810
H -5.0419 -1.8214 5.0092
H -4.3236 0.3056 6.1708
H -3.0614 -0.5701 7.0586
H -5.7653 -1.3659 7.0952
C 2.4025 3.4511 -7.7190
C 1.9812 4.7793 -8.2878
O 2.8360 5.1013 -9.3506
H 1.7921 3.2068 -6.8496
H 3.4521 3.4156 -7.4269
H 2.5320 2.6750 -8.4734
H 2.2311 5.5838 -7.5962
H 0.9245 4.7974 -8.5546
H 2.3799 5.7031 -9.9433
C 6.4909 -4.0727 2.7804
C 6.0274 -5.4908 2.7692
O 4.5783 -5.5987 2.7334
H 5.9792 -3.5257 3.5723
H 6.2835 -3.6199 1.8108
H 7.5589 -3.9674 2.9711
H 6.3045 -6.1169 3.6173
H 6.3975 -5.8922 1.8257
H 4.2921 -6.4665 2.4393
C 6.6029 1.7706 3.5116
C 6.9844 2.5563 2.2500
O 5.9290 3.4872 2.1600
H 5.5608 1.6469 3.8063
H 7.0087 2.3331 4.3524
H 7.0793 0.7941 3.5989
H 7.0461 1.8687 1.4065
H 7.9781 3.0027 2.2873
H 5.3658 3.1563 1.4564
C -1.9476 -4.8957 -5.4603
C -1.7171 -4.1557 -6.7678
O -1.6964 -2.7789 -6.4197
H -1.5102 -4.4000 -4.5936
H -1.5419 -5.9064 -5.4156
H -2.9532 -5.2633 -5.2561
H -2.6250 -4.3897 -7.3237
H -0.8421 -4.3897 -7.3742
H -1.6198 -2.4361 -7.3131
C -5.0659 3.5134 2.4982
C -6.4025 4.2193 2.6537
O -7.5198 3.2975 2.7169
H -5.0025 2.8505 3.3611
H -4.3817 4.3607 2.5433
H -5.0227 3.1456 1.4731
H -6.6161 4.9760 1.8988
H -6.3176 4.9331 3.4730
H -8.2574 3.9116 2.7357
C -4.0892 3.5888 -5.6260
C -3.5918 4.6761 -4.6132
C -4.8259 5.0388 -3.6731
O -5.8517 5.3560 -4.5652
C -7.1190 5.1229 -3.9879
N -2.5603 3.9874 -3.9256
H -4.7523 3.9940 -6.3904
H -4.6084 2.8314 -5.0388
H -3.2799 3.1260 -6.1908
H -3.2417 5.5941 -5.0853
H -4.8042 5.9359 -3.0543
H -4.9869 4.1766 -3.0260
H -7.1757 5.4662 -2.9549
H -7.1780 4.0358 -3.9359
H -7.9423 5.4915 -4.5998
H -2.8415 3.0707 -3.6083
H -1.9716 3.6337 -4.6662
C 5.1538 -4.7908 -4.5236
C 5.4842 -4.0985 -5.8176
C 6.4750 -2.9088 -5.6636
O 7.7419 -3.2891 -5.1957
C 8.4962 -2.3820 -4.4065
N 6.1190 -5.0292 -6.6272
H 5.9943 -4.9605 -3.8507
H 4.6722 -5.7556 -4.6821
H 4.5235 -4.1124 -3.9485
H 4.5582 -3.8389 -6.3306
H 5.9876 -2.3461 -4.8674
H 6.5831 -2.3973 -6.6200
H 8.0452 -2.0984 -3.4556
H 8.7061 -1.4559 -4.9416
H 9.4524 -2.8944 -4.3013
H 6.9233 -5.3176 -6.0886
H 5.5756 -5.8804 -6.6373
C 5.8233 -5.8343 11.5311
C 5.2658 -4.6337 10.7728
C 4.4260 -5.0175 9.5874
O 3.8322 -3.8992 8.9766
C 3.1097 -4.3084 7.8334
N 4.4221 -3.8851 11.6784
H 6.6868 -6.2716 11.0298
H 5.0833 -6.6261 11.6478
H 6.2345 -5.8210 12.5404
H 6.0786 -3.9442 10.5445
H 3.7040 -5.7690 9.9068
H 5.1797 -5.4241 8.9130
H 2.1580 -4.7883 8.0614
H 3.7909 -4.8275 7.1591
H 2.6146 -3.4739 7.3369
H 3.6944 -4.5019 12.0101
H 3.9040 -3.2464 11.0921
C 0.8109 7.7583 4.7906
C 0.2806 6.3548 4.9315
C -1.1443 6.2084 5.2357
O -1.5435 6.7918 6.4425
C -2.6465 6.1367 7.0962
N 0.4944 5.7127 3.6420
H 1.8232 7.8049 4.3890
H 0.7428 8.3489 5.7042
H 0.1400 8.3829 4.2008
H 1.0072 5.8711 5.5844
H -1.3543 5.1388 5.2300
H -1.7729 6.6201 4.4460
H -3.0215 6.8855 7.7939
H -2.3644 5.1741 7.5226
H -3.4680 6.0212 6.3891
H 0.3427 4.7192 3.7417
H 1.4501 5.8048 3.3286
C 4.1860 7.2596 -2.1811
C 2.8354 7.2032 -1.5336
C 1.6899 7.9417 -2.2670
O 1.8582 9.3356 -2.3297
C 1.7746 10.0624 -1.0703
N 2.5617 5.7759 -1.4348
H 4.7935 6.5238 -1.6543
H 4.5868 8.2532 -1.9808
H 4.2120 6.9495 -3.2258
H 2.9136 7.3847 -0.4617
H 0.6649 7.8474 -1.9083
H 1.6797 7.6131 -3.3062
H 2.4476 10.9167 -0.9974
H 2.1038 9.4859 -0.2058
H 0.8220 10.5804 -0.9591
H 1.9771 5.5231 -0.6509
H 2.0774 5.4177 -2.2455
C -6.9364 -0.2292 -2.6120
C -7.0115 -1.6800 -2.2484
C -6.4210 -2.4565 -3.4483
O -7.1465 -2.0957 -4.5945
C -6.7233 -2.8368 -5.7597
N -6.4013 -2.0295 -1.0094
H -5.9208 0.1129 -2.8112
H -7.3673 0.4450 -1.8719
H -7.5041 -0.0040 -3.5149
H -8.0715 -1.9336 -2.2661
H -6.4484 -3.5196 -3.2094
H -5.3444 -2.3329 -3.5651
H -6.5341 -3.9028 -5.6336
H -5.8238 -2.3592 -6.1482
H -7.5345 -2.7161 -6.4777
H -6.4712 -3.0303 -0.8926
H -6.7094 -1.5277 -0.1888
C 1.0175 0.1040 -2.4518
C -0.0309 -0.2382 -1.4073
C 0.0104 0.5921 -0.1291
O 1.2001 0.3078 0.6982
C 1.3876 -0.9262 1.2914
N -1.3129 -0.1200 -2.0665
H 1.2760 1.1439 -2.6516
H 0.8462 -0.2284 -3.4757
H 1.9550 -0.3230 -2.0959
H 0.2070 -1.2498 -1.0787
H -0.8374 0.3970 0.5277
H 0.1375 1.6476 -0.3701
H 1.4595 -1.8045 0.6499
H 0.5715 -1.1656 1.9732
H 2.2453 -0.9472 1.9637
H -1.4569 -0.6490 -2.9148
H -2.0380 -0.5183 -1.4872
C -4.4125 -9.2290 -1.5061
C -3.6482 -8.8669 -0.2914
C -3.0611 -7.4276 -0.1873
O -2.7760 -7.3222 1.1212
C -1.6620 -6.4258 1.4688
N -4.5691 -9.1901 0.7939
H -4.3429 -10.2922 -1.7362
H -3.9304 -8.6634 -2.3035
H -5.4623 -8.9380 -1.5420
H -2.7605 -9.4946 -0.2144
H -3.7730 -6.6751 -0.5264
H -2.1868 -7.3348 -0.8315
H -1.9126 -5.3696 1.3704
H -0.7432 -6.6489 0.9263
H -1.4097 -6.5392 2.5231
H -4.5888 -10.1981 0.8539
H -4.0748 -8.8111 1.5889
*
```

For the calculated total energy, the calculation gives -3241.71553 Eh. As for the LUMO energy: 0.0 eV. As for the energy above the lowest of the compared OMol25 structures with the same formula, charge and spin: 815.7 kJ/mol. The largest force on an atom is 4.6 eV/Å.


Computed, not measured: 13 unconnected molecules or ions with the total composition C44H125N11O13 in a non-equilibrium geometry, with wB97M-V/def2-TZVPD.

Structure (ORCA input):
```
! wB97M-V def2-TZVPD RIJCOSX def2/J DEFGRID3
* xyz 0 1
O -2.9612 -18.5882 13.3143
H -3.8988 -18.3626 13.2340
H -2.5831 -17.8836 13.8531
O -2.7369 -21.8866 14.3726
H -2.3388 -22.6114 14.8711
H -2.4844 -21.0905 14.8551
C -1.8771 -22.9736 -0.7456
C -2.7800 -23.5608 0.3256
C -3.3756 -22.4635 1.2054
O -2.3694 -21.6897 1.8251
C -1.9308 -22.1341 3.0880
N -3.8815 -24.3368 -0.2599
H -2.2288 -22.2495 -1.4884
H -1.4823 -23.7439 -1.4159
H -1.1110 -22.4327 -0.1868
H -2.1348 -24.2228 0.9206
H -4.0583 -22.8662 1.9590
H -3.9053 -21.8120 0.5076
H -0.9912 -21.6182 3.2845
H -1.6248 -23.1870 3.0456
H -2.6670 -21.9928 3.8792
H -4.3512 -24.8492 0.4719
H -3.4429 -24.9762 -0.9127
C -2.5144 -29.3592 6.9957
C -1.0699 -28.8838 7.1272
C -0.7137 -27.8730 6.0321
O -1.4201 -26.6407 6.0715
C -0.7551 -25.6459 5.3378
N -1.0019 -28.1969 8.4524
H -2.9676 -29.7687 7.8948
H -2.5031 -30.1651 6.2515
H -3.1366 -28.5646 6.5799
H -0.3113 -29.6572 7.2631
H -0.8093 -28.2816 5.0146
H 0.3607 -27.6649 6.1319
H 0.2287 -25.2512 5.6202
H -1.4189 -24.7960 5.5267
H -0.7236 -25.8358 4.2623
H -0.3111 -27.4469 8.4551
H -1.8686 -27.6569 8.4866
C -7.5362 -18.5001 9.3949
C -6.0512 -18.6551 9.8533
C -5.6855 -17.6322 10.9538
O -6.4765 -17.9232 12.0770
C -6.6163 -16.8851 13.0166
N -5.8265 -20.0066 10.2534
H -8.1554 -19.1052 10.0568
H -7.7055 -18.7568 8.3532
H -7.8628 -17.4726 9.5789
H -5.4501 -18.3079 9.0052
H -5.8676 -16.5991 10.6337
H -4.6077 -17.8066 11.0909
H -6.8416 -15.9407 12.4990
H -5.6205 -16.6636 13.4286
H -7.3751 -17.0427 13.7738
H -4.8662 -20.2404 10.5545
H -6.3376 -20.3078 11.0768
C 5.1800 -19.9404 8.9019
C 3.9269 -19.3283 8.3061
C 3.0894 -20.3245 7.5077
O 2.9148 -21.6175 8.0558
C 1.6984 -22.2360 7.8118
N 3.1116 -18.6828 9.3626
H 5.5743 -19.4485 9.7886
H 6.0581 -19.8118 8.2521
H 5.1312 -21.0286 8.9482
H 4.1869 -18.5019 7.6424
H 3.6561 -20.5284 6.5852
H 2.1796 -19.8114 7.1832
H 1.4381 -22.7676 6.8797
H 0.9093 -21.4966 7.9995
H 1.6052 -23.0644 8.5226
H 2.7586 -19.4064 9.9796
H 2.3668 -18.0811 9.0457
C -0.6941 -20.2881 10.7569
C -2.0476 -20.5177 10.1300
C -1.9840 -21.7360 9.2086
O -1.6257 -21.4065 7.8789
C -2.0267 -22.4484 7.0371
N -3.0867 -20.6891 11.1753
H -0.5551 -19.4302 11.4142
H -0.0020 -20.1846 9.9104
H -0.4171 -21.1788 11.3244
H -2.4807 -19.7215 9.5173
H -2.9789 -22.1983 9.2112
H -1.2991 -22.4634 9.6608
H -1.5645 -23.4246 7.2349
H -1.7628 -22.1328 6.0269
H -3.1057 -22.6495 7.0630
H -2.9862 -21.5680 11.6753
H -2.9587 -20.0095 11.9238
C -4.3175 -23.9319 9.1978
C -4.1326 -25.3699 9.6922
C -5.1136 -26.3946 9.1527
O -5.1548 -27.4840 10.0300
C -6.0376 -28.5299 9.6973
N -2.7297 -25.7374 9.4374
H -5.2317 -23.4991 9.6170
H -4.3657 -23.9289 8.1064
H -3.5799 -23.1830 9.4886
H -4.1939 -25.2688 10.7822
H -4.6927 -26.6331 8.1669
H -6.1077 -25.9435 9.0641
H -5.9212 -28.7787 8.6387
H -7.0953 -28.3452 9.9053
H -5.7513 -29.3909 10.2981
H -2.2722 -26.1247 10.2510
H -2.1156 -25.0147 9.0938
C -2.0312 -23.8937 12.2347
C -1.5837 -25.3432 12.1699
C -0.2244 -25.4134 11.4429
O -0.3634 -25.0636 10.0824
C 0.6538 -25.5308 9.2313
N -1.2173 -25.7357 13.5821
H -2.2588 -23.5035 11.2389
H -1.1513 -23.3088 12.5203
H -2.8140 -23.5494 12.9023
H -2.3161 -26.0280 11.7405
H 0.3454 -26.3276 11.6459
H 0.4234 -24.6476 11.8928
H 1.6186 -25.1542 9.5884
H 0.5453 -25.1993 8.2002
H 0.7351 -26.6221 9.1821
H -2.1049 -26.0202 13.9912
H -0.6952 -26.6014 13.4556
C 4.3691 -14.8178 10.3544
C 3.3190 -15.4605 11.2871
C 1.8858 -15.3088 10.7179
O 1.5536 -16.2310 9.7022
C 0.2013 -16.6451 9.8011
N 3.6935 -16.8313 11.6409
H 4.1909 -13.7589 10.1744
H 4.2578 -15.2431 9.3472
H 5.3902 -15.0842 10.6202
H 3.3114 -14.8323 12.1840
H 1.7656 -14.2414 10.4928
H 1.2282 -15.4910 11.5780
H -0.4360 -15.7629 9.7077
H 0.0577 -17.1515 10.7619
H -0.0550 -17.3552 9.0141
H 2.9406 -17.3475 12.0786
H 3.8128 -17.2279 10.7078
C -4.4886 -28.4084 2.2980
C -3.9270 -26.9929 2.4237
C -4.6089 -26.1478 3.5133
O -4.0584 -24.8717 3.6431
C -4.5478 -24.2629 4.8439
N -2.4876 -27.0875 2.6701
H -4.3270 -28.8459 3.2933
H -3.8794 -28.9254 1.5657
H -5.5700 -28.3649 2.1802
H -4.2478 -26.5164 1.4927
H -4.5040 -26.7905 4.4010
H -5.6847 -26.1283 3.2922
H -3.9200 -24.6373 5.6531
H -5.5854 -24.5802 4.9415
H -4.5144 -23.1770 4.9067
H -2.1357 -26.1512 2.8261
H -2.3514 -27.6573 3.4968
C -6.4846 -14.0317 9.3692
C -5.2645 -13.5832 8.5864
C -4.2574 -14.6592 8.1976
O -3.9022 -15.4107 9.3143
C -3.0479 -16.5200 8.9418
N -5.6158 -12.7776 7.4336
H -6.1760 -14.5384 10.2956
H -7.0700 -14.8427 8.9291
H -7.0652 -13.2183 9.8049
H -4.6645 -12.9560 9.2620
H -3.4462 -14.1396 7.6697
H -4.7193 -15.2874 7.4165
H -2.8052 -17.2100 9.7453
H -2.1789 -16.0679 8.4725
H -3.7146 -17.0584 8.2616
H -5.3252 -13.1022 6.5236
H -6.5994 -12.5602 7.4096
C 1.1064 -21.3482 15.3803
C 2.2392 -20.5063 14.7546
C 1.8202 -20.0060 13.3639
O 2.9178 -19.4937 12.6261
C 3.9605 -20.4005 12.2969
N 2.3990 -19.3181 15.5997
H 0.1152 -20.9016 15.4139
H 1.3580 -21.7515 16.3588
H 1.0507 -22.1667 14.6492
H 3.1598 -21.0805 14.6276
H 1.0838 -19.2185 13.5284
H 1.3919 -20.7788 12.7173
H 4.4953 -19.8231 11.5447
H 3.6486 -21.3726 11.9101
H 4.6407 -20.4639 13.1511
H 2.9601 -18.6333 15.0933
H 2.9043 -19.4594 16.4659
*
```

For the calculated total energy, the calculation gives -3331.46701 Eh. As for the LUMO energy: 0.2 eV. As for the energy above the lowest of the compared OMol25 structures with the same formula, charge and spin: 461.4 kJ/mol. The largest force on an atom is 2.6 eV/Å.